(1)
Computed, not measured: a cluster of 7 separate species, C32H76BNO16 in total, with wB97M-V/def2-TZVPD.

Values from the calculation:
Total charge: 0
Spin multiplicity: 1
SMILES: CC(C)C[C@H]1CNC(=O)[C@H]1OB(O)O.COCCOC.COCCOC.COCCOC.COCCOC.COCCOC.COCCOC

```
126
C32H76BNO16 (wB97M-V/def2-TZVPD)
C 4.18526 -3.14632 -0.67244
C 3.00311 -2.78499 -1.58713
C 3.53423 -1.92764 -2.76403
C 1.93712 -2.04442 -0.76266
C 0.48385 -2.41756 -1.02563
C -0.13348 -2.02499 -2.35959
N -1.51496 -2.51666 -2.14733
C -1.47477 -3.63965 -1.32257
O -2.43513 -4.31927 -1.02985
C -0.00477 -3.84395 -0.87822
O 0.53879 -4.76614 -1.80096
B 1.25861 -5.83786 -1.33808
O 1.31035 -6.19826 -0.01459
O 1.93388 -6.59321 -2.27265
H 4.71014 -2.22409 -0.42341
H 4.87437 -3.83239 -1.15562
H 3.84351 -3.56950 0.27113
H 2.61678 -3.69849 -2.02183
H 3.11689 -0.92580 -2.77647
H 4.61661 -1.83394 -2.70390
H 3.33965 -2.43717 -3.70491
H 2.12768 -2.18907 0.29987
H 2.02736 -0.97102 -0.93143
H -0.10362 -1.87271 -0.28116
H -0.10475 -0.95000 -2.50338
H 0.27938 -2.57127 -3.20490
H -2.09358 -2.59557 -2.96920
H -0.03742 -4.17357 0.15600
H 2.21596 -6.38872 0.22636
H 2.13830 -6.04197 -3.02725
C -3.99014 1.89672 0.22834
O -4.81878 0.75632 0.13100
C -4.16161 -0.37620 -0.42094
C -3.70968 -1.35274 0.63983
O -2.70769 -0.79440 1.47917
C -3.20654 -0.32435 2.71882
H -4.49641 2.61633 0.87103
H -3.01793 1.65343 0.66531
H -3.83749 2.35219 -0.75691
H -3.30703 -0.06648 -1.03121
H -4.87985 -0.87972 -1.07544
H -3.27325 -2.22136 0.14307
H -4.56452 -1.69367 1.23151
H -3.41548 -1.16208 3.39280
H -4.11463 0.26974 2.58930
H -2.43916 0.29945 3.17164
C -4.44699 1.97006 5.95529
O -3.27809 2.01195 5.15427
C -3.33275 2.98076 4.12319
C -2.57332 4.23886 4.48104
O -3.15895 4.92056 5.57851
C -2.50086 4.68372 6.81099
H -4.21364 1.38567 6.84342
H -4.76310 2.96983 6.26103
H -5.26641 1.48240 5.41649
H -4.37216 3.22354 3.87756
H -2.87302 2.53761 3.23470
H -2.59829 4.91876 3.62254
H -1.52592 4.00265 4.69102
H -1.56374 5.24824 6.86191
H -2.29163 3.62230 6.95836
H -3.16125 5.02774 7.60514
C 9.31040 -0.72879 -2.85784
O 9.73561 -1.26748 -4.09844
C 9.37361 -2.62711 -4.26144
C 8.11427 -2.78305 -5.08476
O 6.99340 -2.21117 -4.42887
C 6.65735 -0.92817 -4.92941
H 9.40746 0.35400 -2.91115
H 8.26846 -0.97627 -2.64870
H 9.93911 -1.09893 -2.03981
H 9.23717 -3.10472 -3.28577
H 10.19942 -3.13200 -4.77193
H 7.91077 -3.85014 -5.21918
H 8.24785 -2.33915 -6.07571
H 6.14879 -1.02041 -5.89547
H 7.53838 -0.29384 -5.04417
H 5.97685 -0.46036 -4.21970
C -6.17653 9.64329 5.16289
O -5.44977 8.93860 4.17472
C -4.90481 7.71235 4.63914
C -5.74105 6.52359 4.22761
O -7.02730 6.53864 4.82983
C -8.04753 7.01806 3.97509
H -6.74536 10.42266 4.65827
H -6.86907 8.98964 5.69810
H -5.49672 10.11341 5.88238
H -4.78931 7.72877 5.72695
H -3.90923 7.60915 4.19816
H -5.23438 5.61670 4.56211
H -5.83120 6.48297 3.13656
H -8.31397 6.26159 3.22835
H -7.74907 7.93672 3.46492
H -8.92171 7.22417 4.59079
C -4.55426 -3.30917 -3.68782
O -4.00508 -3.89989 -4.85568
C -4.32400 -5.27593 -4.99175
C -5.46428 -5.50011 -5.95950
O -6.68047 -4.94219 -5.49181
C -6.98885 -3.68790 -6.06991
H -4.46943 -2.22691 -3.79738
H -5.60773 -3.56409 -3.55493
H -3.99605 -3.62867 -2.80308
H -4.56425 -5.71138 -4.01742
H -3.43302 -5.78147 -5.37600
H -5.62138 -6.57719 -6.07240
H -5.20889 -5.09272 -6.94289
H -7.34511 -3.81330 -7.09837
H -6.12583 -3.01835 -6.06729
H -7.78433 -3.24085 -5.47615
C 8.74538 1.72003 0.09605
O 7.93870 0.56593 -0.05953
C 8.13653 -0.40395 0.95598
C 7.05389 -0.35211 2.01079
O 7.07135 0.86560 2.73473
C 6.10361 1.80081 2.29535
H 8.35023 2.48758 -0.56744
H 8.72281 2.09264 1.12224
H 9.78230 1.50810 -0.18787
H 9.12037 -0.28034 1.41906
H 8.11000 -1.38815 0.47696
H 7.22335 -1.16155 2.72752
H 6.07333 -0.51094 1.55043
H 5.10434 1.51320 2.64017
H 6.09611 1.89367 1.20701
H 6.35969 2.76524 2.73039
```

Results of the Mulliken charge analysis, in e, for atoms 1 through 99:
1 C -2.16
2 C 2.13
3 C -1.50
4 C -1.99
5 C 0.18
6 C -0.93
7 N 0.28
8 C 0.02
9 O -0.67
10 C 0.09
11 O -0.63
12 B 0.79
13 O -0.53
14 O -0.52
15 H 0.40
16 H 0.38
17 H 0.53
18 H -0.23
19 H 0.33
20 H 0.28
21 H 0.31
22 H 0.53
23 H 0.56
24 H 0.25
25 H 0.45
26 H 0.32
27 H 0.13
28 H 0.64
29 H 0.30
30 H 0.28
31 C -0.59
32 O -0.46
33 C -0.33
34 C -0.31
35 O -0.30
36 C -0.85
37 H 0.20
38 H 0.25
39 H 0.35
40 H 0.26
41 H 0.25
42 H 0.22
43 H 0.39
44 H 0.34
45 H 0.34
46 H 0.23
47 C -0.75
48 O -0.38
49 C 0.19
50 C -0.91
51 O -0.20
52 C -0.84
53 H 0.26
54 H 0.30
55 H 0.32
56 H 0.23
57 H 0.06
58 H 0.30
59 H 0.55
60 H 0.30
61 H 0.31
62 H 0.26
63 C -0.67
64 O -0.42
65 C -0.52
66 C -0.53
67 O -0.24
68 C -0.80
69 H 0.25
70 H 0.25
71 H 0.37
72 H 0.29
73 H 0.41
74 H 0.35
75 H 0.36
76 H 0.29
77 H 0.42
78 H 0.20
79 C -0.74
80 O -0.41
81 C -0.37
82 C 0.02
83 O -0.40
84 C -0.77
85 H 0.25
86 H 0.33
87 H 0.32
88 H 0.33
89 H 0.28
90 H -0.06
91 H 0.30
92 H 0.32
93 H 0.33
94 H 0.26
95 C -0.98
96 O -0.39
97 C -0.51
98 C -0.57
99 O -0.37


(2)
Computed, not measured: a cluster of 7 separate species, C32H77N4O8 in total, with wB97M-V/def2-TZVPD.

Values from the calculation:
Total charge: +1
Spin multiplicity: 1

```
121
C32H77N4O8 (wB97M-V/def2-TZVPD)
C 8.80934 -1.79857 -2.41558
O 8.14178 -0.53105 -2.78436
C 7.71694 0.14133 -1.52498
C 6.90963 1.53400 -1.86447
C 5.31335 1.35100 -1.48974
C 4.40853 1.91207 -2.77460
C 2.93448 1.16590 -2.87324
C 1.71486 1.98534 -2.14604
C 0.42210 2.19022 -3.13327
C -0.96080 1.45618 -2.57304
C -2.17207 2.58974 -2.48495
C -3.47837 2.09098 -1.62066
C -4.44701 1.01581 -2.44645
N -4.33588 -0.30879 -1.72445
C -5.36447 -1.31930 -2.18082
N -5.58062 -1.75036 -3.46604
N -6.25205 -1.95928 -1.09723
O -5.40462 -2.47728 -0.15608
C -5.41444 -1.59707 1.05926
N -5.08235 -0.57111 1.81554
H 9.98205 -1.60320 -2.31661
H 8.63152 -2.67068 -3.20488
H 8.44280 -2.19839 -1.36365
H 8.62517 0.35318 -0.79844
H 6.97179 -0.60285 -0.97769
H 7.38678 2.44429 -1.28140
H 7.05376 1.74198 -3.02695
H 4.98691 0.20996 -1.37193
H 5.09226 1.95337 -0.49442
H 4.98136 1.63646 -3.76128
H 4.32857 3.07739 -2.63391
H 2.99312 0.07042 -2.43104
H 2.70749 1.05987 -4.03464
H 2.12234 3.07960 -1.90159
H 1.47110 1.45311 -1.12139
H 0.67318 1.82122 -4.23471
H 0.20463 3.35630 -3.24513
H -0.67150 1.00571 -1.51940
H -1.28318 0.53256 -3.23883
H -2.58016 2.90647 -3.55140
H -1.74343 3.55647 -1.94980
H -3.09935 1.53157 -0.65211
H -4.10261 3.03238 -1.25114
H -4.19721 0.96279 -3.59419
H -5.54692 1.43130 -2.32349
H -3.36359 -0.68915 -1.71262
H -5.84443 -2.77286 -3.59438
H -5.58926 -1.16482 -4.33008
H -6.77175 -2.74798 -1.56345
C -1.11675 -2.52051 3.99486
C -0.98824 -2.27134 2.50062
C -2.11066 -2.94531 1.72779
O 0.26594 -2.77187 2.04456
H -1.05986 -3.59138 4.21998
H -0.29542 -2.03991 4.53722
H -2.06501 -2.13248 4.37968
H -1.00180 -1.19364 2.30458
H -2.08907 -4.03134 1.87245
H -1.99840 -2.76779 0.65282
H -3.08880 -2.57009 2.04452
H 0.28701 -3.72827 2.21461
C 3.58817 0.22924 5.45203
C 2.91200 1.01360 4.33896
C 1.41690 1.14378 4.58190
O 3.13259 0.35376 3.09499
H 3.18611 -0.78816 5.51469
H 4.66178 0.13292 5.25764
H 3.45022 0.71971 6.42067
H 3.36112 2.01007 4.26546
H 0.93772 0.15877 4.61370
H 0.94150 1.69988 3.76677
H 1.21369 1.66168 5.52442
H 2.73715 -0.53199 3.15098
C 9.28817 0.58266 4.84381
C 8.61200 1.36702 3.73074
C 7.11690 1.49720 3.97368
O 8.83259 0.70718 2.48677
H 8.88611 -0.43474 4.90647
H 10.36178 0.48634 4.64942
H 9.15022 1.07314 5.81245
H 9.06111 2.36349 3.65724
H 6.63772 0.51220 4.00548
H 6.64150 2.05330 3.15855
H 6.91369 2.01510 4.91620
H 8.43715 -0.17856 2.54276
C 5.66344 4.15901 -7.98669
C 5.82500 3.77004 -6.52588
C 7.29146 3.65172 -6.14274
O 5.17438 2.52317 -6.29449
H 6.10433 3.40204 -8.64493
H 4.60288 4.22843 -8.25146
H 6.13992 5.12232 -8.19373
H 5.33750 4.51699 -5.88991
H 7.79019 2.87669 -6.73559
H 7.39235 3.35921 -5.09205
H 7.81687 4.59976 -6.29443
H 5.60065 1.85379 -6.85509
C -9.94492 -2.00316 -0.45744
C -10.79507 -3.26312 -0.42435
C -11.41185 -3.47968 0.94823
O -9.98642 -4.38739 -0.76140
H -9.11659 -2.07037 0.25673
H -9.49747 -1.86667 -1.44783
H -10.54190 -1.11770 -0.21776
H -11.58779 -3.19224 -1.17709
H -10.63555 -3.59929 1.71236
H -12.01091 -4.39655 0.96067
H -12.05287 -2.63857 1.23017
H -9.27972 -4.45817 -0.09836
C -9.38044 -0.80889 3.97657
C -8.97439 -2.25733 3.75637
C -7.99782 -2.72740 4.82251
O -8.37046 -2.38842 2.47200
H -8.50973 -0.14561 3.92534
H -10.07382 -0.48046 3.19486
H -9.86274 -0.67776 4.95024
H -9.86511 -2.89496 3.76623
H -7.07797 -2.13217 4.80133
H -7.70482 -3.76763 4.64430
H -8.43855 -2.65386 5.82161
H -7.57863 -1.82563 2.45398
```

Results of the Mulliken charge analysis, in e, for atoms 1 through 99:
1 C -0.60
2 O -0.34
3 C -0.41
4 C -0.04
5 C -0.54
6 C -0.35
7 C -0.67
8 C -0.43
9 C -0.58
10 C -0.31
11 C -0.61
12 C -0.65
13 C -0.58
14 N 0.01
15 C 0.21
16 N -0.31
17 N -0.15
18 O -0.10
19 C 0.46
20 N -0.37
21 H 0.23
22 H 0.22
23 H 0.26
24 H 0.21
25 H 0.29
26 H 0.39
27 H -0.09
28 H 0.28
29 H 0.16
30 H 0.18
31 H 0.23
32 H 0.25
33 H 0.29
34 H 0.25
35 H 0.21
36 H 0.32
37 H 0.35
38 H 0.16
39 H 0.16
40 H 0.22
41 H 0.39
42 H 0.27
43 H 0.33
44 H 0.33
45 H 0.36
46 H 0.28
47 H 0.28
48 H 0.28
49 H 0.29
50 C -1.32
51 C 0.48
52 C -1.03
53 O -0.56
54 H 0.37
55 H 0.26
56 H 0.36
57 H 0.28
58 H 0.40
59 H 0.32
60 H 0.03
61 H 0.36
62 C -1.10
63 C 0.45
64 C -0.93
65 O -0.49
66 H 0.32
67 H 0.16
68 H 0.38
69 H 0.29
70 H -0.06
71 H 0.32
72 H 0.39
73 H 0.30
74 C -1.26
75 C 0.35
76 C -1.13
77 O -0.52
78 H 0.32
79 H 0.33
80 H 0.36
81 H 0.26
82 H 0.21
83 H 0.30
84 H 0.43
85 H 0.34
86 C -1.36
87 C 0.46
88 C -1.10
89 O -0.50
90 H 0.35
91 H 0.32
92 H 0.38
93 H 0.27
94 H 0.33
95 H 0.15
96 H 0.39
97 H 0.34
98 C -0.65
99 C 0.28


| no. | frontier orbital gap (eV) | HOMO level (eV) |
| --- | --- | --- |
| 1 | 9.45 | -9.0958 |
| 2 | 4.94 | -10.5749 |